#P
Density functional theory data (ωB97M-V with the def2-TZVPD basis set) for a cluster of 2 separate species, C5H14 in total.

## Properties
LUMO energy in hartree: 0.0427
SMILES string: CCC.CC
Charge: 0

Geometry (Å):
1 C -0.19985 2.09701 2.50059
2 C 0.19780 -2.43414 -1.87667
3 C -0.85846 -1.40869 -2.26458
4 C 1.02824 0.97096 0.58299
5 C -0.26516 1.04437 1.37935
6 H -1.73187 -1.44268 -1.61688
7 H 1.56341 1.92681 0.58602
8 H -0.45954 -0.39533 -2.22075
9 H 0.47865 -2.34597 -0.83072
10 H -1.20352 -1.54636 -3.28975
11 H -0.23335 -3.43404 -1.99907
12 H -1.18857 2.37840 2.84825
13 H 1.73416 0.27186 1.04063
14 H 0.37729 2.95418 2.16254
15 H 1.08712 -2.35704 -2.50369
16 H -0.46940 0.07836 1.83331
17 H 0.33744 1.68927 3.36406
18 H 0.92568 0.64705 -0.45113
19 H -1.12007 1.30600 0.75549

---

#Q
Density functional theory data (ωB97M-V with the def2-TZVPD basis set) for a cluster of 2 separate species, C5H14 in total.

## Properties
LUMO energy in hartree: 0.0406
SMILES string: CCC.CC
Charge: 0

Geometry (Å):
1 C -0.79952 2.23203 -2.17968
2 C -0.09191 -0.31012 2.22874
3 C 0.86452 -1.64452 0.23529
4 C 1.08956 -1.15606 1.69585
5 C -0.97423 0.80837 -1.79655
6 H -0.87850 0.00887 1.52987
7 H -1.72769 2.68368 -1.64388
8 H 0.06603 2.66416 -1.70297
9 H -0.61077 -0.76273 3.10457
10 H -1.42789 0.22346 -2.62183
11 H 1.40881 -2.02858 2.29236
12 H 0.50464 -0.98825 -0.55421
13 H 1.82291 -2.01314 -0.09780
14 H 2.01935 -0.61905 1.76937
15 H 0.23278 0.65080 2.60862
16 H -1.34436 0.40232 -0.85874
17 H -0.07325 0.12760 -1.73568
18 H -0.94504 2.50467 -3.20658
19 H 0.23975 -2.49158 0.15221

---

#R
Density functional theory data (ωB97M-V with the def2-TZVPD basis set) for a cluster of 2 separate species, C5H14 in total.

## Properties
LUMO energy in hartree: 0.0399
SMILES string: CCC.CC
Charge: 0

Geometry (Å):
1 C 1.04800 -2.82222 0.95022
2 C 1.41593 -2.09416 -0.45194
3 C -0.14471 2.01875 -1.23492
4 C -0.75361 1.18043 -0.09702
5 C -1.75017 1.96660 0.82742
6 H -2.19174 1.41005 1.68442
7 H 2.32198 -1.42833 -0.24449
8 H 0.48483 -2.15485 1.56111
9 H 1.99386 -2.88826 1.43542
10 H -0.90719 2.00480 -2.06689
11 H -1.39236 0.26614 -0.42361
12 H 0.29747 -3.57862 0.73386
13 H 0.66883 1.41784 -1.67104
14 H 0.27303 3.03844 -0.81270
15 H 1.88422 -2.73815 -1.25595
16 H 0.59737 -1.55464 -0.87162
17 H 0.00749 0.56644 0.58811
18 H -1.25649 2.85630 1.09532
19 H -2.59672 2.53341 0.25432

---

Relative calculated energies, zero for the most stable structure, unit hartree: #P 0.0000; #Q 0.0460; #R 0.0546.

---

#P
Density functional theory data (ωB97M-V with the def2-TZVPD basis set) for a cluster of 2 separate species, C5H14 in total.

## Properties
LUMO energy in hartree: 0.0397
SMILES string: CCC.CC
Charge: 0

Geometry (Å):
1 C -0.22541 0.91040 -1.43283
2 C -0.02131 -2.27213 1.60890
3 C -0.25724 -3.28146 0.48953
4 C -0.19055 1.87353 -0.28473
5 C 0.45671 3.27346 -0.55756
6 H -1.20417 0.64995 -1.85151
7 H 0.09070 -0.12151 -1.16082
8 H 0.01780 3.92313 0.19084
9 H -1.14005 2.11630 0.18928
10 H 1.54901 3.29795 -0.49831
11 H 0.52186 -4.04859 0.53416
12 H 0.95460 -1.82770 1.70743
13 H 0.02723 -2.82231 -0.46480
14 H -0.58213 -1.33817 1.81645
15 H 0.54550 1.49466 0.43212
16 H 0.52369 0.85837 -2.22438
17 H -0.21818 -2.75759 2.58842
18 H -1.26937 -3.64914 0.48071
19 H 0.42130 3.72087 -1.56291

---

#Q
Density functional theory data (ωB97M-V with the def2-TZVPD basis set) for a cluster of 2 separate species, C5H14 in total.

## Properties
LUMO energy in hartree: 0.0435
SMILES string: CCC.CC
Charge: 0

Geometry (Å):
1 C 0.07432 -2.28676 1.93175
2 C -0.15423 0.98064 -2.04197
3 C -0.70486 -2.01087 0.62829
4 C 0.21837 2.14432 -1.10092
5 C 0.65153 1.69795 0.30462
6 H 0.47866 0.09096 -1.95924
7 H 0.92420 0.64298 0.27168
8 H 1.04766 -1.83660 1.88928
9 H -0.11446 1.82640 1.06977
10 H -1.10576 -2.91094 0.17255
11 H 1.50514 2.27998 0.64798
12 H -1.18315 0.67839 -1.90637
13 H -0.45628 -1.85799 2.77605
14 H -0.14783 -1.35424 -0.02968
15 H -0.00188 1.24264 -3.09387
16 H -0.70779 2.71806 -1.07384
17 H -1.56671 -1.42873 0.93086
18 H 1.01987 2.72793 -1.54848
19 H 0.22320 -3.34412 2.13153

---

Relative calculated energies, zero for the most stable structure, unit hartree: #P 0.0352; #Q 0.0000.

---

#P
Density functional theory data (ωB97M-V with the def2-TZVPD basis set) for a cluster of 2 separate species, C5H14 in total.

## Properties
LUMO energy in hartree: 0.0408
SMILES string: CCC.CC
Charge: 0

Geometry (Å):
1 C -1.22177 -0.84777 -1.77011
2 C -1.75937 0.18082 -0.77023
3 C 2.71814 1.36333 0.94400
4 C 2.45912 -0.16145 1.03148
5 C -2.58166 -0.44030 0.40278
6 H -1.57673 -1.82944 -1.46901
7 H -1.51397 -0.71685 -2.81233
8 H 1.95116 1.80416 0.30605
9 H 3.70142 1.53220 0.52821
10 H -2.06783 -0.19884 1.32714
11 H 3.36046 -0.74637 0.92980
12 H -0.15968 -0.96252 -1.82621
13 H -3.58762 -0.03773 0.48129
14 H -0.95525 0.75082 -0.31076
15 H 1.77981 -0.39851 0.22120
16 H 1.97966 -0.51044 1.93959
17 H 2.55693 1.89536 1.88239
18 H -2.64795 -1.51199 0.28519
19 H -2.43487 0.83552 -1.32049

---

#Q
Density functional theory data (ωB97M-V with the def2-TZVPD basis set) for a cluster of 2 separate species, C5H14 in total.

## Properties
LUMO energy in hartree: 0.0425
SMILES string: CCC.CC
Charge: 0

Geometry (Å):
1 C -2.09665 0.45764 0.82444
2 C -1.71981 1.94041 0.52980
3 C 1.18076 -1.01078 0.82262
4 C 2.00660 -0.58961 -1.62966
5 C 0.88782 -0.92987 -0.68391
6 H 1.83655 -0.95298 -2.64414
7 H -0.00440 -0.40884 -1.07967
8 H 2.04120 -1.66905 0.89201
9 H -0.78047 1.83580 -0.04902
10 H -2.59170 2.45181 0.13181
11 H -1.88738 0.32928 1.87963
12 H -1.65982 -0.30185 0.20849
13 H 0.55596 -1.99199 -0.87991
14 H 2.26333 0.47453 -1.71933
15 H 2.93686 -1.16992 -1.39205
16 H 0.26250 -1.34576 1.29926
17 H -3.19267 0.41209 0.76129
18 H 1.34273 -0.05116 1.33213
19 H -1.38141 2.52026 1.39620

---

#R
Density functional theory data (ωB97M-V with the def2-TZVPD basis set) for a cluster of 2 separate species, C5H14 in total.

## Properties
LUMO energy in hartree: 0.0368
SMILES string: CCC.CC
Charge: 0

Geometry (Å):
1 C -0.45310 1.42393 0.00464
2 C 0.81925 1.41671 -0.85766
3 C 1.90128 2.49017 -0.78281
4 C -0.94345 -2.88932 0.22793
5 C -1.20851 -1.91887 1.43353
6 H -0.81545 0.41853 -0.31688
7 H -1.97895 -1.19229 1.16238
8 H 1.93561 3.06766 -1.75584
9 H -1.30154 1.90417 -0.34533
10 H -0.74478 -3.93586 0.54348
11 H 0.50930 1.58398 -1.88239
12 H 0.09621 -2.53071 -0.13621
13 H 1.19223 0.47048 -0.79068
14 H -0.07887 1.64718 1.04107
15 H -1.76725 -2.32720 2.30186
16 H -1.75950 -2.95748 -0.53386
17 H 2.04657 3.20148 -0.03782
18 H 2.83250 1.64839 -1.00238
19 H -0.28156 -1.52095 1.72696

---

Relative calculated energies, zero for the most stable structure, unit hartree: #P 0.0000; #Q 0.0113; #R 0.0702.

---

#P
Density functional theory data (ωB97M-V with the def2-TZVPD basis set) for a cluster of 2 separate species, C5H14 in total.

## Properties
LUMO energy in hartree: 0.0395
SMILES string: CCC.CC
Charge: 0

Geometry (Å):
1 C -0.16605 0.97325 1.50719
2 C 0.90362 1.05307 0.40642
3 C 0.35187 -2.35283 -1.75024
4 C -0.33543 2.07366 2.65814
5 C -0.74073 -1.63634 -2.64576
6 H 0.18708 -3.48264 -1.93881
7 H -0.81403 -2.02572 -3.62771
8 H -0.09817 1.52471 3.58066
9 H 1.45490 -2.11501 -1.96164
10 H 0.87606 2.15310 0.05749
11 H 0.16038 -2.03848 -0.76518
12 H -0.47414 -0.60223 -2.69749
13 H -1.02483 1.16652 0.87148
14 H -0.22696 -0.01612 1.90900
15 H 1.90360 0.83731 0.86092
16 H -1.28730 2.44274 2.60016
17 H -1.65101 -1.63897 -2.10524
18 H 0.44719 0.39424 -0.36664
19 H 0.46756 2.73572 2.52846

---

#Q
Density functional theory data (ωB97M-V with the def2-TZVPD basis set) for a cluster of 2 separate species, C5H14 in total.

## Properties
LUMO energy in hartree: 0.0416
SMILES string: CCC.CC
Charge: 0

Geometry (Å):
1 C -1.02136 0.20054 2.18841
2 C 1.26296 0.64269 -2.17307
3 C 1.35429 -1.15277 -0.34166
4 C -2.21458 0.93772 1.58355
5 C 0.84871 -0.80495 -1.72018
6 H 1.80946 0.59004 -3.11612
7 H -2.67940 0.34473 0.80063
8 H -2.99528 1.08820 2.32900
9 H -0.52932 -0.39640 1.42380
10 H 0.39651 1.28094 -2.31722
11 H 1.18062 -0.36367 0.38210
12 H -0.23589 -0.84153 -1.71820
13 H -1.98585 1.94807 1.24503
14 H 0.77273 -2.00932 0.02360
15 H 1.96490 1.04947 -1.45152
16 H -0.27899 0.88485 2.59173
17 H 1.24656 -1.44099 -2.50384
18 H 2.38674 -1.49596 -0.24390
19 H -1.28281 -0.46166 3.01784

---

#R
Density functional theory data (ωB97M-V with the def2-TZVPD basis set) for a cluster of 2 separate species, C5H14 in total.

## Properties
LUMO energy in hartree: 0.0417
SMILES string: CCC.CC
Charge: 0

Geometry (Å):
1 C 0.39488 2.21119 0.71365
2 C 1.63744 1.30015 0.81774
3 C -1.73890 -2.18554 -1.62710
4 C 1.35244 -0.12510 1.21543
5 C -1.33162 -0.90770 -0.91735
6 H 2.22450 -0.77962 1.15528
7 H 0.07877 2.44553 1.73102
8 H -1.38891 -3.10880 -1.16933
9 H -0.30575 -0.67029 -1.14477
10 H -1.28017 -2.29020 -2.61168
11 H -2.82312 -2.19971 -1.72880
12 H 0.62564 -0.63906 0.57948
13 H 2.10947 1.35129 -0.17423
14 H 0.94093 -0.12460 2.22546
15 H 2.41462 1.80902 1.39012
16 H -2.02394 -0.07512 -1.02712
17 H 0.76859 3.17669 0.36660
18 H -0.33289 1.79251 0.02916
19 H -1.32199 -0.98064 0.17642

---

#S
Density functional theory data (ωB97M-V with the def2-TZVPD basis set) for a cluster of 2 separate species, C5H14 in total.

## Properties
LUMO energy in hartree: 0.0419
SMILES string: CCC.CC
Charge: 0

Geometry (Å):
1 C 0.54473 1.58395 0.80378
2 C -0.66699 -2.62481 -0.02665
3 C 0.62978 2.02581 -1.62272
4 C -0.48655 -2.00013 1.35038
5 C -0.04305 1.14994 -0.55431
6 H -0.53100 -3.69655 0.04534
7 H 1.68741 1.82619 -1.73411
8 H 0.21912 -2.61729 1.90364
9 H -1.56896 -2.43288 -0.60898
10 H 0.21062 0.09486 -0.61177
11 H -1.11111 1.31592 -0.56246
12 H 0.08921 1.87596 -2.56677
13 H -1.40892 -1.84703 1.90127
14 H 0.02966 -1.04623 1.32846
15 H 1.49562 1.10291 1.03583
16 H 0.30352 3.03774 -1.38253
17 H 0.11508 -2.30260 -0.72301
18 H -0.05724 1.09435 1.59524
19 H 0.40712 2.63998 1.02620

---

Relative calculated energies, zero for the most stable structure, unit hartree: #P 0.0339; #Q 0.0000; #R 0.0039; #S 0.0074.

---

#P
Density functional theory data (ωB97M-V with the def2-TZVPD basis set) for a cluster of 2 separate species, C5H14 in total.

## Properties
LUMO energy in hartree: 0.0418
SMILES string: CCC.CC
Charge: 0

Geometry (Å):
1 C -0.23166 -1.96724 1.46561
2 C 0.39468 -0.88281 2.38912
3 C -1.31535 0.84038 -1.55553
4 C 1.19356 0.84780 -1.51105
5 C -0.03140 1.32091 -0.90465
6 H 2.17910 1.15938 -0.99128
7 H -2.19052 0.54685 -0.88278
8 H 0.65550 -1.14730 3.38858
9 H 1.31226 -0.43765 1.99494
10 H -1.09152 0.00162 -2.28933
11 H 0.13339 2.43707 -0.74479
12 H -1.27416 -1.78855 1.44247
13 H 1.17739 -0.26030 -1.59817
14 H -1.77710 1.40296 -2.26571
15 H -0.21985 -0.07481 2.58410
16 H 1.21198 1.19451 -2.59496
17 H 0.20906 -2.03322 0.53147
18 H -0.15163 1.02751 0.27987
19 H -0.23293 -2.98225 1.84457

---

#Q
Density functional theory data (ωB97M-V with the def2-TZVPD basis set) for a cluster of 2 separate species, C5H14 in total.

## Properties
LUMO energy in hartree: 0.0419
SMILES string: CCC.CC
Charge: 0

Geometry (Å):
1 C 0.02356 -0.66292 -2.62544
2 C -0.62892 -0.59726 1.42829
3 C -1.01827 0.68327 2.15216
4 C 1.38338 -1.08960 -2.06818
5 C -0.14012 1.86844 1.73827
6 H -0.03124 2.60397 2.54130
7 H -0.47880 2.38841 0.84298
8 H -2.08357 0.84819 1.97828
9 H 1.44275 -2.11220 -1.70467
10 H 0.16314 0.09636 -3.39812
11 H -0.73406 -0.31671 -1.92306
12 H 1.81729 -0.38593 -1.35204
13 H 2.10007 -1.07775 -2.89266
14 H -0.37752 -1.52934 -3.14496
15 H -1.34111 -1.41600 1.50807
16 H 0.34489 -0.95452 1.77098
17 H -0.37795 -0.41588 0.38472
18 H -0.92867 0.57987 3.24101
19 H 0.86515 1.48961 1.52306

---

#R
Density functional theory data (ωB97M-V with the def2-TZVPD basis set) for a cluster of 2 separate species, C5H14 in total.

## Properties
LUMO energy in hartree: 0.0424
SMILES string: CCC.CC
Charge: 0

Geometry (Å):
1 C -0.45819 2.15520 0.69555
2 C 0.45306 2.95200 -0.27030
3 C -0.56598 -2.92763 0.01041
4 C 0.90348 -1.08679 -0.30706
5 C -0.47754 -1.50989 -0.56859
6 H -1.05386 -3.01933 1.10764
7 H 0.99461 2.26582 -1.00483
8 H -0.60473 1.13073 0.37944
9 H -0.16414 3.89161 -0.42133
10 H 1.57262 -1.87821 -0.09355
11 H 0.46772 -3.22173 0.21348
12 H -1.24106 -0.84857 -0.15618
13 H 0.80386 -0.61028 0.76221
14 H 0.07573 2.10413 1.65740
15 H -1.10690 -3.58424 -0.61419
16 H -1.39911 2.58696 0.95200
17 H -0.88775 -1.54676 -1.56410
18 H 1.18033 -0.20394 -0.84015
19 H 1.50787 3.35091 0.06214

---

Relative calculated energies, zero for the most stable structure, unit hartree: #P 0.0451; #Q 0.0000; #R 0.0714.